[1]
A structure of composition C37H45IrN3O7S2, computed with ωB97M-V/def2-TZVPD.

The calculation puts the LUMO energy (alpha / beta) at -0.0204 / -0.1859 Eh. The electronic energy comes out at -3028.492685 Eh. The HOMO energy (alpha / beta) is -7.2 / -7.2 eV. The calculation puts the frontier orbital gap (alpha / beta) at 6.69 / 2.18 eV. For the max |F|, the calculation gives 3.7 eV/Å.

The geometry in ORCA input format:
```
! wB97M-V def2-TZVPD RIJCOSX def2/J DEFGRID3
* xyz 0 2
Ir -0.509 -0.124 0.019
C 4.743 -1.857 -1.835
C 3.391 -1.713 -2.542
C 2.997 -0.260 -2.746
C 2.340 -2.682 -1.984
C 2.415 -3.937 -2.599
C 1.586 -4.983 -2.269
C 0.640 -4.787 -1.283
C 0.512 -3.574 -0.620
C -0.570 -3.528 0.441
C -0.037 -3.218 1.838
C -1.754 -2.725 -0.084
C 1.369 -2.504 -0.972
N 1.274 -1.187 -0.322
C 2.323 -0.798 0.304
C 2.653 0.591 0.557
C 4.020 0.834 0.724
C 4.551 2.108 0.649
C 3.700 3.178 0.398
C 2.337 2.982 0.327
C 1.775 1.699 0.457
N 0.399 1.601 0.471
C -0.262 2.611 1.208
C 0.207 2.934 2.530
C -0.460 3.929 3.221
C -1.562 4.579 2.696
C -2.013 4.255 1.433
C -1.384 3.289 0.666
C -1.819 3.164 -0.773
C -3.310 2.853 -0.921
C -1.455 4.444 -1.535
C 1.301 2.220 3.321
C 0.755 1.538 4.581
C 2.404 3.202 3.742
H 5.513 -1.319 -2.391
H 5.042 -2.903 -1.762
H 4.725 -1.446 -0.828
H 3.553 -2.092 -3.552
H 2.954 0.318 -1.827
H 2.038 -0.176 -3.258
H 3.737 0.222 -3.388
H 3.159 -4.079 -3.374
H 1.671 -5.936 -2.773
H -0.021 -5.596 -1.001
H -0.958 -4.547 0.508
H 0.479 -2.268 1.910
H 0.656 -4.011 2.125
H -0.851 -3.186 2.562
H -1.505 -1.692 -0.402
H -2.567 -2.611 0.632
H -2.118 -3.161 -1.016
H 3.107 -1.523 0.508
H 4.682 -0.010 0.866
H 5.617 2.259 0.745
H 4.098 4.177 0.278
H 1.673 3.818 0.153
H -0.139 4.172 4.225
H -2.066 5.343 3.273
H -2.853 4.790 1.011
H -1.257 2.356 -1.220
H -3.926 3.687 -0.578
H -3.593 1.967 -0.358
H -3.542 2.699 -1.978
H -2.011 5.298 -1.143
H -1.697 4.344 -2.593
H -0.391 4.676 -1.465
H 1.748 1.436 2.719
H 0.317 2.265 5.267
H 1.579 1.045 5.102
H -0.005 0.798 4.354
H 2.024 3.915 4.475
H 2.804 3.771 2.905
H 3.225 2.658 4.212
N -0.709 -0.083 -2.158
C -0.444 1.068 -3.026
C -1.326 1.346 -4.055
C -1.089 2.440 -4.880
C 0.015 3.245 -4.664
C 0.899 2.948 -3.632
C 0.669 1.866 -2.806
S 0.290 4.734 -5.623
O -0.008 5.784 -4.660
O 1.693 4.649 -5.989
O -0.648 4.632 -6.723
H -0.087 -0.839 -2.447
H -1.648 -0.395 -2.398
H -2.196 0.717 -4.218
H -1.764 2.690 -5.688
H 1.758 3.590 -3.478
H 1.334 1.658 -1.980
O -0.550 -0.293 2.035
S -2.079 -0.013 2.260
O -2.703 -1.178 2.810
O -2.410 0.167 0.744
O -2.286 1.224 2.947
*
```

***

[2]
A structure of composition C37H45IrN3P2Si2, computed with ωB97M-V/def2-TZVPD.

The calculation puts the LUMO energy (alpha / beta) at -0.3068 / -0.3100 Eh. The electronic energy comes out at -2966.710663 Eh. The HOMO energy (alpha / beta) is -13.0 / -13.0 eV. The calculation puts the frontier orbital gap (alpha / beta) at 4.68 / 4.60 eV. For the max |F|, the calculation gives 4.1 eV/Å.

The geometry in ORCA input format:
```
! wB97M-V def2-TZVPD RIJCOSX def2/J DEFGRID3
* xyz 2 2
Ir 0.593 -0.926 -0.055
C -1.034 -5.538 -0.051
Si -1.286 -3.779 -0.752
C -2.127 -3.746 -2.478
C -2.233 -2.696 0.506
N 0.222 -2.875 -0.938
C 1.292 -3.296 -1.619
C 1.297 -4.493 -2.366
C 2.436 -4.965 -2.982
C 3.636 -4.265 -2.854
C 3.672 -3.072 -2.166
C 2.518 -2.508 -1.591
N 2.518 -1.303 -1.011
Si 3.781 -0.078 -1.173
C 4.151 0.208 -3.024
C 5.342 -0.646 -0.223
C 3.087 1.531 -0.429
H -1.726 -6.225 -0.529
H -1.228 -5.570 1.018
H -0.031 -5.920 -0.212
H -2.581 -4.705 -2.706
H -1.411 -3.520 -3.260
H -2.909 -2.993 -2.511
H -2.476 -3.230 1.417
H -3.169 -2.329 0.097
H -1.621 -1.834 0.796
H 0.378 -5.051 -2.439
H 2.407 -5.887 -3.544
H 4.541 -4.658 -3.288
H 4.605 -2.553 -2.034
H 4.126 -0.721 -3.583
H 5.139 0.642 -3.142
H 3.443 0.896 -3.475
H 5.989 -1.255 -0.847
H 5.087 -1.221 0.662
H 5.924 0.216 0.089
H 2.344 1.997 -1.070
H 3.900 2.240 -0.311
H 2.644 1.387 0.552
C -2.846 0.791 0.646
N -1.573 1.453 0.898
P -0.301 0.534 1.572
C 0.760 1.818 2.310
C 1.887 1.366 2.997
C 2.698 2.271 3.655
C 2.390 3.624 3.637
C 1.268 4.074 2.962
C 0.448 3.172 2.305
C -0.921 -0.138 3.144
C -0.418 -1.360 3.579
C -0.611 -1.755 4.891
C -1.300 -0.931 5.768
C -1.841 0.267 5.324
C -1.647 0.672 4.016
P -0.923 2.472 -0.372
C -1.339 1.433 -1.829
C -2.524 1.519 -2.548
C -2.744 0.655 -3.609
C -1.804 -0.309 -3.943
C -0.616 -0.399 -3.237
C -0.374 0.486 -2.193
C -2.141 3.818 -0.381
C -2.148 4.688 -1.471
C -3.035 5.749 -1.495
C -3.894 5.960 -0.423
C -3.864 5.115 0.678
C -2.973 4.059 0.713
H -3.242 0.388 1.579
H -2.756 -0.022 -0.078
H -3.549 1.520 0.244
H 2.123 0.308 3.014
H 3.570 1.928 4.190
H 3.032 4.320 4.153
H 1.024 5.126 2.938
H -0.445 3.525 1.807
H 0.143 -1.983 2.889
H -0.214 -2.693 5.239
H -1.417 -1.215 6.801
H -2.400 0.893 6.004
H -2.032 1.625 3.682
H -3.274 2.253 -2.291
H -3.646 0.751 -4.193
H -1.984 -0.969 -4.777
H 0.141 -1.112 -3.529
H 0.634 0.568 -1.770
H -1.463 4.524 -2.292
H -3.053 6.421 -2.339
H -4.579 6.795 -0.433
H -4.530 5.277 1.513
H -2.934 3.412 1.578
*
```